Record 1
15
Properties=species:S:1:pos:R:3:lowdin_charge:R:1 method="wB97M-V/def2-TZVPD" mol_weight_g_mol=91.11 homo_ev=-8.77 lumo_ha=0.02579 gap_ev=9.47 energy_ev=-8736.2685 relative_energy_kcal_mol=50.1 smiles="[H]/N=C/N.NCO"
N 2.167 -0.346 2.360 0.0320
C 1.154 -0.882 1.785 -0.3952
N -0.144 -0.480 1.922 0.0735
H 0.494 -0.556 -1.269 0.0802
H 2.956 -0.342 1.725 0.0217
H 1.327 -1.730 1.110 0.1103
H -0.724 -0.590 1.108 0.0431
H -0.601 -0.269 2.790 0.0915
N -1.358 0.970 -2.400 0.0184
C -0.846 0.749 -1.088 -0.3271
O -0.417 -0.644 -0.958 -0.1084
H -0.941 1.737 -2.905 0.0659
H -1.453 0.173 -3.004 0.0713
H -1.622 0.829 -0.327 0.1022
H 0.009 1.381 -0.849 0.1208

Record 2
168
Properties=species:S:1:pos:R:3:lowdin_charge:R:1 method="wB97M-V/def2-TZVPD" mol_weight_g_mol=1321.33 homo_ev=-8.23 lumo_ha=-0.02093 gap_ev=7.66 energy_ev=-169475.3427 relative_energy_kcal_mol=321.1 smiles="CCCCN(CCCC[C@]1(CCCCl)[C@](Cl)(OC[C@@H](C)C(C)C)NC(=O)[C@]1(S)NCC)C(=S)SCCC.O=C1OCCO1.O=C1OCCO1.O=C1OCCO1.O=C1OCCO1.O=C1OCCO1.O=C1OCCO1.O=C1OCCO1.O=C1OCCO1"
C 4.639 -0.773 0.683 -0.1432
C 4.821 -0.910 -0.957 -0.2357
C 4.560 0.531 -1.755 -0.1725
C 3.618 0.377 -3.088 -0.2234
N 2.785 1.634 -3.206 -0.1974
C 1.435 1.389 -3.843 -0.1928
C 0.298 1.526 -2.624 -0.1525
C 0.292 3.029 -1.980 -0.1953
C -0.795 3.286 -0.783 -0.1082
C -0.670 2.239 0.497 -0.2313
C 0.937 1.981 0.810 -0.1849
C 1.810 3.346 1.047 -0.2390
C 1.727 3.979 2.556 -0.5471
Cl 2.717 5.587 2.652 0.4277
C -1.491 0.801 0.252 -0.6110
Cl -0.458 -0.732 0.578 0.6424
O -2.348 0.846 -0.942 -0.1768
C -2.610 -0.482 -1.508 -0.1845
C -3.758 -0.534 -2.678 -0.2765
C -4.840 -1.769 -2.522 -0.0891
C -4.625 0.840 -2.875 -0.3367
C -5.474 1.314 -1.535 -0.0930
C -3.749 2.091 -3.555 -0.0794
N -2.559 0.642 1.356 0.0133
C -2.995 2.100 1.574 -0.2601
O -4.205 2.657 1.583 -0.0093
C -1.490 2.775 1.853 -0.5468
S -1.074 2.021 3.516 0.7929
N -1.850 4.240 1.948 -0.0815
C -2.354 4.640 3.316 -0.3007
C -3.073 6.140 3.134 -0.0948
C 3.536 2.787 -3.833 -0.8733
S 2.825 4.354 -4.045 0.6007
S 5.351 2.674 -4.419 0.7551
C 6.484 3.450 -3.140 -0.4963
C 5.770 4.556 -2.164 -0.2982
C 5.772 6.083 -2.830 -0.1467
H 5.280 -1.587 1.265 0.0634
H 3.502 -0.972 0.980 0.0833
H 4.892 0.303 1.088 0.0775
H 4.100 -1.771 -1.325 0.1048
H 5.932 -1.263 -1.163 0.1061
H 3.975 1.239 -0.995 0.1089
H 5.608 1.008 -2.001 0.0863
H 4.180 0.057 -4.063 0.1198
H 2.850 -0.506 -2.853 0.1290
H 1.173 2.089 -4.743 0.0906
H 1.373 0.277 -4.261 0.1348
H 0.505 0.654 -1.871 0.0880
H -0.753 1.273 -3.130 0.1064
H 1.404 3.314 -1.711 0.0779
H -0.012 3.768 -2.867 0.1197
H -0.529 4.358 -0.329 0.1203
H -1.917 3.406 -1.171 0.1280
H 1.115 1.303 1.776 0.0939
H 1.485 1.386 -0.068 0.1032
H 2.952 3.040 0.880 0.1222
H 1.602 4.214 0.291 0.0993
H 0.653 4.260 2.924 0.0434
H 2.193 3.256 3.349 0.0825
H -2.973 -1.213 -0.648 0.1125
H -1.628 -0.958 -1.994 0.1285
H -3.191 -0.721 -3.711 0.1230
H -4.981 -2.270 -3.580 0.0777
H -4.438 -2.607 -1.793 0.0851
H -5.905 -1.356 -2.216 0.0824
H -5.457 0.591 -3.695 0.1221
H -6.475 1.829 -1.889 0.0869
H -4.861 2.168 -0.976 0.0747
H -5.722 0.422 -0.801 0.0849
H -3.412 2.888 -2.743 0.0699
H -4.356 2.642 -4.411 0.0852
H -2.737 1.698 -4.042 0.0729
H -3.322 -0.041 1.155 0.1249
H 0.307 1.880 3.716 -0.1175
H -1.056 4.877 1.721 0.1014
H -1.485 4.821 4.099 0.1101
H -3.217 3.946 3.735 0.1085
H -3.223 6.534 4.247 0.0593
H -4.121 6.079 2.618 0.0874
H -2.388 6.906 2.569 0.0802
H 7.361 4.002 -3.704 0.0911
H 6.993 2.649 -2.436 0.0744
H 6.462 4.644 -1.196 0.1143
H 4.708 4.258 -1.768 0.0830
H 4.727 6.403 -3.258 0.0399
H 6.598 6.216 -3.651 0.0774
H 6.006 6.836 -1.941 0.0805
C 3.924 -5.014 3.233 -0.1407
C 3.757 -4.682 4.680 -0.1373
O 4.632 -3.585 4.866 0.0666
C 4.800 -3.001 3.644 -0.4972
O 5.357 -1.930 3.463 0.1009
O 4.265 -3.770 2.651 0.0624
H 3.008 -5.412 2.788 0.1342
H 4.742 -5.721 3.058 0.1362
H 2.736 -4.365 4.921 0.1428
H 4.034 -5.514 5.333 0.1349
C 6.690 0.759 5.257 -0.1419
C 7.113 -0.561 5.816 -0.1451
O 8.483 -0.366 6.110 0.0618
C 8.667 0.977 6.274 -0.5178
O 9.690 1.485 6.702 0.1277
O 7.556 1.676 5.898 0.0605
H 5.645 0.991 5.481 0.1371
H 6.845 0.824 4.175 0.1362
H 6.584 -0.811 6.742 0.1381
H 6.982 -1.377 5.100 0.1124
C -4.814 0.924 -7.889 -0.1219
C -5.833 0.253 -7.026 -0.1397
O -5.145 -0.881 -6.532 0.0497
C -3.812 -0.593 -6.591 -0.5161
O -2.937 -1.278 -6.089 0.1112
O -3.586 0.561 -7.284 0.0459
H -4.932 2.011 -7.903 0.1441
H -4.825 0.551 -8.918 0.1393
H -6.141 0.876 -6.181 0.1347
H -6.721 -0.047 -7.589 0.1208
C -9.325 -3.607 -6.122 -0.1377
C -7.893 -3.373 -6.482 -0.1316
O -7.898 -2.053 -6.992 0.0383
C -8.987 -1.425 -6.458 -0.5089
O -9.205 -0.228 -6.549 0.1346
O -9.798 -2.311 -5.810 0.0695
H -9.434 -4.277 -5.265 0.1389
H -9.907 -4.003 -6.961 0.1368
H -7.231 -3.413 -5.611 0.1364
H -7.533 -4.078 -7.236 0.1406
C -4.908 4.445 6.316 -0.1378
C -5.076 4.777 7.763 -0.1400
O -4.201 5.873 7.949 0.0668
C -4.032 6.458 6.727 -0.5142
O -3.476 7.528 6.546 0.1348
O -4.568 5.689 5.734 0.0214
H -5.824 4.046 5.871 0.1415
H -4.091 3.737 6.141 0.1326
H -6.096 5.093 8.004 0.1363
H -4.799 3.944 8.416 0.1375
C 4.780 -9.366 4.014 -0.1300
C 4.115 -9.855 5.260 -0.1634
O 3.179 -8.834 5.551 0.0597
C 2.916 -8.190 4.377 -0.5110
O 2.029 -7.367 4.227 0.1210
O 3.775 -8.587 3.393 0.0574
H 5.095 -10.185 3.361 0.1395
H 5.643 -8.726 4.225 0.1336
H 3.576 -10.795 5.104 0.1252
H 4.820 -9.982 6.086 0.1432
C -0.287 -11.027 8.336 -0.1379
C -0.054 -9.616 7.902 -0.1325
O 1.338 -9.580 7.646 0.0644
C 1.726 -10.862 7.382 -0.4794
O 2.825 -11.174 6.955 0.1062
O 0.725 -11.748 7.658 0.0721
H -1.278 -11.391 8.054 0.1387
H -0.152 -11.160 9.415 0.1373
H -0.589 -9.369 6.979 0.1403
H -0.325 -8.892 8.675 0.1396
C 0.280 2.419 -8.671 -0.1340
C -0.385 1.930 -7.425 -0.1371
O -1.321 2.951 -7.134 0.0573
C -1.584 3.595 -8.308 -0.5160
O -2.471 4.418 -8.458 0.1279
O -0.725 3.198 -9.292 0.0646
H 0.595 1.600 -9.323 0.1380
H 1.143 3.059 -8.460 0.1377
H -0.924 0.990 -7.580 0.1288
H 0.320 1.803 -6.599 0.1094

Record 3
108
Properties=species:S:1:pos:R:3:lowdin_charge:R:1 method="wB97M-V/def2-TZVPD" mol_weight_g_mol=990.86 homo_ev="-6.10 / -6.10" lumo_ha="0.01052 / 0.01051" gap_ev="6.39 / 6.39" energy_ev=-88914.4870
Au 1.351 -1.147 1.233 0.7295
C 2.835 0.852 -2.927 -0.3308
Sb 1.670 0.970 -1.039 1.4063
C 2.902 -0.791 0.007 -0.6111
C 4.134 -0.404 0.727 -0.4392
C 5.390 -0.123 0.043 -0.0491
C 6.564 0.028 0.798 -0.0889
C 6.467 -0.048 2.185 -0.0911
C 5.183 -0.176 2.776 -0.1485
N 4.072 -0.413 2.076 0.0504
Si 2.681 -2.401 -1.084 0.4023
C 2.429 -3.899 0.070 -0.1983
C 4.200 -2.570 -2.187 -0.1868
C 1.180 -2.348 -2.223 -0.2039
C 0.856 3.195 -0.783 -0.5351
C 0.313 3.076 0.587 -0.4115
C -0.642 3.890 1.199 -0.0432
C -0.959 3.752 2.568 -0.0621
C -0.284 2.783 3.309 -0.0755
C 0.519 1.857 2.599 -0.1608
N 0.778 1.964 1.302 -0.0162
Si 2.473 4.258 -0.782 0.4263
C 3.713 3.253 0.246 -0.2002
C 2.239 5.879 0.063 -0.1766
C 3.251 4.601 -2.474 -0.1705
Si -0.340 3.742 -2.144 0.4282
C -2.004 2.882 -1.902 -0.1734
C 0.161 3.198 -3.837 -0.1856
C -0.537 5.631 -2.160 -0.1660
H 2.723 -0.183 -3.293 -0.0304
H 3.884 1.070 -2.747 -0.0159
H 2.435 1.498 -3.729 -0.0195
H 5.435 -0.156 -1.038 0.0895
H 7.524 0.181 0.283 0.1072
H 7.341 -0.083 2.845 0.0933
H 5.031 -0.125 3.853 0.0961
H 3.190 -3.937 0.829 0.0175
H 2.490 -4.851 -0.512 0.0408
H 1.485 -3.870 0.573 -0.0274
H 5.157 -2.595 -1.672 0.0217
H 4.215 -1.755 -2.929 0.0219
H 4.051 -3.505 -2.717 0.0203
H 0.248 -2.399 -1.654 -0.0028
H 1.222 -3.289 -2.785 0.0326
H 1.114 -1.519 -2.930 0.0065
H -1.082 4.718 0.684 0.0910
H -1.685 4.368 3.075 0.1002
H -0.376 2.636 4.395 0.0999
H 0.906 0.921 3.060 0.0891
H 3.313 2.852 1.183 0.0265
H 4.587 3.914 0.433 0.0420
H 4.140 2.353 -0.251 0.0045
H 1.815 5.708 1.037 0.0242
H 1.599 6.636 -0.404 0.0296
H 3.196 6.381 0.224 0.0381
H 3.318 3.757 -3.169 0.0125
H 4.281 4.963 -2.247 0.0458
H 2.741 5.399 -3.017 0.0223
H -1.948 1.812 -1.982 0.0206
H -2.580 3.171 -2.809 0.0403
H -2.594 3.183 -1.042 0.0173
H 0.043 2.122 -4.031 0.0434
H 1.178 3.465 -4.131 0.0171
H -0.492 3.636 -4.578 0.0307
H -0.839 6.069 -1.225 0.0122
H -1.307 5.879 -2.880 0.0264
H 0.429 6.123 -2.410 0.0292
O -1.645 -1.697 -0.386 -0.3073
P -2.765 -2.187 0.452 0.6085
N -4.047 -1.086 0.589 -0.2076
C -3.798 0.354 0.763 -0.1776
C -5.120 1.096 0.433 -0.1669
C -6.168 0.031 0.201 -0.1644
C -5.405 -1.345 0.105 -0.1892
N -2.227 -2.549 2.044 -0.1910
C -0.834 -2.890 2.254 -0.2278
C -0.617 -3.071 3.787 -0.1380
C -1.940 -2.567 4.424 -0.1602
C -2.984 -2.653 3.306 -0.1995
N -3.314 -3.653 -0.214 -0.1974
C -3.700 -4.828 0.584 -0.1997
C -3.618 -6.081 -0.343 -0.1461
C -3.196 -5.516 -1.734 -0.1521
C -3.299 -3.961 -1.676 -0.1774
H -2.970 0.652 0.090 0.0984
H -3.492 0.590 1.790 0.1065
H -5.066 1.707 -0.462 0.1012
H -5.422 1.699 1.261 0.0940
H -6.880 0.206 -0.635 0.1129
H -6.833 -0.071 1.084 0.1045
H -5.389 -1.800 -0.886 0.0908
H -5.901 -2.086 0.803 0.1139
H -0.213 -1.998 1.899 -0.0008
H -0.544 -3.804 1.714 0.1120
H 0.232 -2.483 4.101 0.0932
H -0.410 -4.108 3.998 0.1013
H -1.874 -1.551 4.799 0.0999
H -2.233 -3.218 5.289 0.1188
H -3.706 -1.849 3.441 0.1056
H -3.516 -3.614 3.389 0.1029
H -4.723 -4.668 0.970 0.1057
H -3.045 -4.981 1.439 0.0895
H -4.585 -6.582 -0.396 0.0966
H -2.951 -6.817 0.091 0.0957
H -3.799 -5.869 -2.596 0.1074
H -2.143 -5.773 -1.941 0.1044
H -4.194 -3.542 -2.181 0.1019
H -2.449 -3.479 -2.187 0.1043